[1]
Here is C2HClF2O2 in the gas phase at a distorted geometry from OMol25. Energies are from the ωB97M-V functional and the def2-TZVPD basis.

Each line ends with the Löwdin charge.
Atoms and positions in Å:
C: 1.6482 0.3363 -0.0573  -0.78
C: 0.3912 -0.6205 -0.0420  -0.38
O: 1.5877 1.5649 0.6966  0.01
O: 1.4949 1.5293 -0.6621  0.01
F: 0.3569 -1.3415 1.1110  0.05
F: 0.4556 -1.5155 -1.0056  0.11
Cl: 3.1994 -0.4830 -0.0097  0.77
H: -0.5881 0.0718 0.0682  0.21

Output
HOMO level, eV: -11.0
LUMO energy, eV: 0.729
Electronic energy, eV: -24138.294
ΔE to the lowest compared entry with this formula, charge and spin, kcal per mole: 100.6
SMILES: FC(F)C1(Cl)OO1

[2]
Here is a molecular structure, C2HClFN3 at a distorted geometry from OMol25. Energies are from the ωB97M-V functional and the def2-TZVPD basis.

Each line ends with the Löwdin charge.
Atoms and positions in Å:
C: -2.0362 -0.5919 -0.1840  -0.92
C: 0.0647 -0.6439 0.3128  -0.55
N: -1.4676 -0.8718 -1.2946  0.06
N: -1.1222 -1.0457 0.9106  0.16
N: -0.3749 -1.4989 -0.7042  0.16
F: 1.2367 -1.1211 0.7952  0.06
Cl: -3.3215 0.2063 0.3711  0.84
H: 0.1916 0.4894 0.1097  0.18

Output
HOMO level (spin up / spin down), eV: -10.2 / -10.2
LUMO energy (spin up / spin down), eV: -1.433 / -1.444
Electronic energy, eV: -21795.015
ΔE to the lowest compared entry with this formula, charge and spin, kcal per mole: 85.9

[3]
Here is C2HClN2O in the gas phase at a distorted geometry from OMol25. Energies are from the ωB97M-V functional and the def2-TZVPD basis.

Each line ends with the Löwdin charge.
Atoms and positions in Å:
C: 1.7061 0.9805 -1.0596  -0.34
C: -0.4165 0.6472 -0.1592  -0.36
N: 2.7546 0.8221 -1.4923  0.14
N: 0.4029 1.2581 -0.9139  0.12
O: -1.6242 0.6680 0.1555  -0.34
Cl: -3.1815 1.7522 0.2256  0.59
H: -0.0777 -0.2074 0.4983  0.19

Output
HOMO level (spin up / spin down), eV: -10.7 / -10.7
LUMO energy (spin up / spin down), eV: -3.291 / -3.291
Electronic energy, eV: -19635.751
ΔE to the lowest compared entry with this formula, charge and spin, kcal per mole: 96.0
SMILES: N#C/N=C/OCl